This record from OMol25 describes a cluster of 2 separate species, C24H25N2 in total at a distorted geometry. The level of theory is ωB97M-V with the def2-TZVPD basis set.

Positions of all 51 atoms, in Å:
C (2.6114, -3.0032, 2.1260)
C (2.3683, -1.5470, 2.0461)
N (3.3627, -0.6090, 1.9593)
C (4.7924, -0.8892, 1.9410)
C (2.8051, 0.6787, 1.8790)
C (1.4086, 0.5316, 1.8993)
C (0.5907, 1.6545, 1.7470)
C (1.1684, 2.8926, 1.6359)
C (2.5545, 3.0406, 1.6630)
C (3.3824, 1.9479, 1.7711)
C (1.1199, -0.8842, 2.0305)
C (-0.1486, -1.5033, 2.0069)
C (-1.4307, -0.8538, 2.0735)
C (-1.7157, 0.1966, 2.9736)
C (-2.9221, 0.8510, 2.9398)
C (-3.8795, 0.4929, 2.0071)
C (-3.6498, -0.5657, 1.1452)
C (-2.4653, -1.2555, 1.2003)
H (1.6805, -3.5643, 2.1677)
H (3.1661, -3.3498, 1.2551)
H (3.1856, -3.2573, 3.0166)
H (5.3603, 0.0345, 1.8582)
H (5.0755, -1.3911, 2.8643)
H (5.0428, -1.5256, 1.0933)
H (-0.4765, 1.5466, 1.7035)
H (0.5354, 3.7579, 1.5305)
H (2.9775, 4.0291, 1.6147)
H (4.4494, 2.0703, 1.7838)
H (-0.1657, -2.5663, 1.8206)
H (-0.9685, 0.4837, 3.6927)
H (-3.1244, 1.6457, 3.6408)
H (-4.8133, 1.0263, 1.9642)
H (-4.4067, -0.8523, 0.4334)
H (-2.2917, -2.0867, 0.5391)
C (-1.7819, 0.6711, -6.2544)
C (-1.2114, -0.5324, -5.8979)
C (-1.1401, -0.8904, -4.5680)
C (-1.6421, -0.0566, -3.5816)
C (-1.5444, -0.4438, -2.1393)
N (-0.2963, -0.0103, -1.5279)
C (-2.1966, 1.1579, -3.9548)
C (-2.2703, 1.5202, -5.2839)
H (-1.8367, 0.9520, -7.2919)
H (-0.8199, -1.1919, -6.6559)
H (-0.6905, -1.8262, -4.2875)
H (-2.4090, -0.0414, -1.5967)
H (-1.6252, -1.5338, -2.0533)
H (-0.1747, 0.9901, -1.6317)
H (-0.2579, -0.2278, -0.5378)
H (-2.5741, 1.8218, -3.1974)
H (-2.7080, 2.4654, -5.5630)

Properties
* calculated total energy: -1038.8185 Ha
* orbital gap: 0.22089 Ha
* HOMO level: -11.046 eV
* energy relative to the best compared isomer or geometry (same formula, charge and spin): 10.3 kcal per mole
* net charge: +1

Results of the natural (NBO) charge analysis, in e, for atoms 1 through 8: number 1, C, carries -0.682; number 2, C, carries 0.393; number 3, N, carries -0.275; number 4, C, carries -0.419; number 5, C, carries 0.115; number 6, C, carries -0.012; number 7, C, carries -0.195; number 8, C, carries -0.196

---

This record from OMol25 describes an isolated molecule of C24H25N3O5. The level of theory is ωB97M-V with the def2-TZVPD basis set.

Positions of all 57 atoms, in Å:
C (-7.5304, -1.9567, -0.4711)
H (-6.9391, -2.3514, -1.3038)
O (-7.4407, -0.5554, -0.3914)
C (-6.2156, 0.0045, -0.1774)
C (-5.0319, -0.7045, -0.0267)
C (-3.8312, -0.0377, 0.1863)
C (-3.7998, 1.3604, 0.2969)
C (-4.9897, 2.0597, 0.1207)
C (-6.1761, 1.3955, -0.1168)
H (-7.0949, 1.9435, -0.2481)
H (-5.0031, 3.1359, 0.1809)
O (-2.6049, 1.9254, 0.6227)
C (-2.4974, 3.3248, 0.5939)
H (-3.1183, 3.7942, 1.3656)
H (-1.4492, 3.5414, 0.7953)
H (-2.7659, 3.7284, -0.3870)
N (-2.6558, -0.7888, 0.3045)
C (-1.4641, -0.5403, -0.2772)
O (-1.2211, 0.3667, -1.0484)
C (-0.4493, -1.6054, 0.1756)
O (-0.8503, -2.5222, 0.8850)
C (0.9163, -1.4341, -0.2292)
C (1.4263, -0.5020, -1.1169)
N (2.7660, -0.6074, -1.1984)
C (3.1900, -1.6198, -0.3619)
C (4.4704, -2.0883, -0.1035)
C (4.5902, -3.1329, 0.7912)
C (3.4721, -3.6928, 1.4115)
C (2.1989, -3.2260, 1.1596)
C (2.0517, -2.1760, 0.2598)
H (1.3318, -3.6544, 1.6360)
H (3.6129, -4.5099, 2.1036)
H (5.5704, -3.5255, 1.0170)
H (5.3368, -1.6512, -0.5746)
C (3.6334, 0.2234, -1.9838)
H (4.2301, -0.3933, -2.6650)
H (3.0271, 0.9160, -2.5732)
C (4.6340, 1.0080, -1.1159)
O (5.8336, 0.8719, -1.2663)
N (4.1155, 1.8321, -0.1960)
C (2.7228, 2.1486, 0.0587)
C (2.7896, 3.4094, 0.9192)
H (2.8823, 4.2927, 0.2860)
C (4.0747, 3.1998, 1.7167)
C (5.0064, 2.5779, 0.6838)
H (5.5359, 3.3412, 0.1033)
H (5.7509, 1.9038, 1.1114)
H (3.8967, 2.5004, 2.5340)
H (4.4733, 4.1245, 2.1270)
H (1.9104, 3.5203, 1.5495)
H (2.2377, 1.3365, 0.6125)
H (2.1731, 2.3124, -0.8700)
H (0.8782, 0.2150, -1.6960)
H (-2.6857, -1.6716, 0.8115)
H (-5.0073, -1.7814, -0.0851)
H (-7.2108, -2.4345, 0.4609)
H (-8.5831, -2.1749, -0.6434)

Properties
* calculated total energy: -1470.0501 Ha
* orbital gap: 0.29119 Ha
* HOMO level: -7.900 eV
* energy relative to the best compared isomer or geometry (same formula, charge and spin): 28.0 kcal per mole

Results of the natural (NBO) charge analysis, in e, for atoms 1 through 8: number 1, C, carries -0.252; number 2, H, carries 0.175; number 3, O, carries -0.493; number 4, C, carries 0.291; number 5, C, carries -0.327; number 6, C, carries 0.189; number 7, C, carries 0.256; number 8, C, carries -0.272

---

This record from OMol25 describes an isolated molecule of C24H25N3O6S at a distorted geometry. The level of theory is ωB97M-V with the def2-TZVPD basis set.

Positions of all 59 atoms, in Å:
O (3.3599, 2.6646, -2.0729)
C (3.0296, 2.6449, -0.9083)
N (3.5823, 1.8513, 0.0241)
H (3.2185, 1.8653, 0.9696)
C (4.6361, 0.9095, -0.3142)
C (4.1105, -0.4590, -0.6073)
C (3.4147, -0.9436, -1.6758)
C (3.1639, -2.3091, -1.3968)
C (3.7261, -2.5506, -0.1830)
O (4.2995, -1.4388, 0.3043)
H (3.7823, -3.4353, 0.4189)
H (2.6391, -3.0081, -2.0144)
H (3.1285, -0.3904, -2.5468)
H (5.3416, 0.8554, 0.5172)
H (5.1331, 1.3065, -1.2043)
C (1.9438, 3.5879, -0.3558)
H (1.6511, 4.2793, -1.1475)
H (2.3411, 4.1333, 0.5075)
O (0.7533, 2.9007, 0.0163)
C (0.6779, 2.3893, 1.2469)
O (1.5964, 2.4111, 2.0359)
C (-0.6374, 1.7628, 1.5108)
C (-0.8344, 1.0803, 2.7106)
C (-2.0230, 0.4144, 2.9460)
C (-3.0129, 0.4020, 1.9750)
C (-2.8156, 1.0954, 0.7958)
C (-1.6544, 1.7977, 0.5607)
H (-1.5554, 2.3739, -0.3448)
S (-4.0753, 1.0779, -0.4875)
O (-5.2964, 0.6159, 0.0999)
O (-4.0420, 2.3423, -1.1582)
N (-3.6168, -0.0643, -1.5965)
C (-2.5542, 0.2386, -2.5186)
H (-2.7944, -0.2308, -3.4785)
C (-1.1724, -0.2444, -2.0131)
N (-1.3333, -1.3830, -1.1343)
C (-0.6840, -1.4808, 0.0765)
C (0.5502, -0.8483, 0.2748)
C (1.2351, -0.9879, 1.4645)
C (0.7280, -1.7675, 2.4891)
C (-0.4904, -2.3968, 2.3078)
C (-1.1940, -2.2502, 1.1291)
H (-2.1528, -2.7360, 1.0392)
H (-0.9078, -3.0050, 3.0973)
H (1.2745, -1.8825, 3.4120)
H (2.1824, -0.4870, 1.5936)
H (0.9932, -0.2661, -0.5182)
C (-2.4578, -2.2073, -1.4915)
H (-2.4332, -3.1476, -0.9432)
C (-3.7783, -1.4600, -1.2464)
H (-4.5844, -1.8981, -1.8477)
H (-4.0752, -1.5033, -0.1976)
H (-2.3680, -2.4426, -2.5584)
H (-0.6732, 0.5580, -1.4710)
H (-0.5489, -0.5137, -2.8781)
H (-2.5630, 1.3193, -2.6567)
H (-3.9483, -0.1142, 2.1241)
H (-2.1743, -0.1063, 3.8785)
H (-0.0409, 1.0811, 3.4415)

Properties
* calculated total energy: -1943.4559 Ha
* orbital gap: 0.28829 Ha
* HOMO level: -7.906 eV
* energy relative to the best compared isomer or geometry (same formula, charge and spin): 38.6 kcal per mole

Results of the natural (NBO) charge analysis, in e, for atoms 1 through 8: number 1, O, carries -0.615; number 2, C, carries 0.645; number 3, N, carries -0.614; number 4, H, carries 0.430; number 5, C, carries -0.278; number 6, C, carries 0.255; number 7, C, carries -0.306; number 8, C, carries -0.311

---

This record from OMol25 describes an isolated molecule of C24H25N3O7S at a distorted geometry. The level of theory is ωB97M-V with the def2-TZVPD basis set.

Positions of all 60 atoms, in Å:
C (3.8350, 1.0821, -0.8988)
H (4.4708, 1.4765, -1.6861)
H (4.2644, 1.3316, 0.0679)
H (2.8512, 1.5357, -0.9855)
C (3.7225, -0.4290, -1.0455)
N (2.8969, -1.0232, -0.0083)
C (1.5595, -0.7203, 0.2147)
O (0.9220, 0.0970, -0.4048)
C (1.1321, -1.5980, 1.3263)
C (-0.0806, -1.7071, 1.9766)
C (-0.1810, -2.6544, 2.9927)
C (0.8942, -3.4559, 3.3424)
C (2.1198, -3.3383, 2.6924)
C (2.2213, -2.4018, 1.6851)
C (3.3686, -2.0392, 0.8264)
O (4.4921, -2.4665, 0.8025)
H (2.9638, -3.9546, 2.9598)
H (0.7820, -4.1827, 4.1328)
H (-1.1210, -2.7580, 3.5125)
H (-0.9275, -1.0891, 1.7201)
C (3.1241, -0.8166, -2.3970)
O (2.7384, -0.0494, -3.2396)
O (3.0699, -2.1428, -2.5033)
C (2.3855, -2.7078, -3.6256)
C (0.9023, -2.7970, -3.2259)
O (0.3977, -3.8322, -2.8650)
N (0.2989, -1.5792, -3.2476)
C (-0.7781, -1.1617, -2.4607)
C (-1.1187, 0.1906, -2.5075)
C (-2.0222, 0.7071, -1.6018)
C (-2.5746, -0.1270, -0.6481)
C (-2.3105, -1.4830, -0.6506)
C (-1.4254, -2.0139, -1.5694)
H (-1.1935, -3.0659, -1.5627)
H (-2.7756, -2.1069, 0.0961)
S (-3.5179, 0.5506, 0.7104)
O (-4.8974, 0.7037, 0.3537)
O (-3.2135, -0.2486, 1.8726)
N (-2.8462, 2.0819, 0.8467)
C (-3.7056, 3.0525, 1.4965)
C (-3.1304, 4.4508, 1.2959)
C (-1.7163, 4.5108, 1.8680)
C (-0.8577, 3.4291, 1.2186)
C (-1.5072, 2.0593, 1.3987)
H (-0.9372, 1.2983, 0.8618)
H (-1.5372, 1.7880, 2.4647)
H (-0.7592, 3.6326, 0.1514)
H (0.1404, 3.4133, 1.6582)
H (-1.2783, 5.4949, 1.6922)
H (-1.7545, 4.3454, 2.9472)
H (-3.1026, 4.6752, 0.2287)
H (-3.7751, 5.1809, 1.7866)
H (-4.6921, 2.9534, 1.0426)
H (-3.7910, 2.8348, 2.5722)
H (-2.2683, 1.7560, -1.5923)
H (-0.6268, 0.8397, -3.2162)
H (0.8270, -0.8100, -3.6494)
H (2.7985, -3.7074, -3.7591)
H (2.5417, -2.0898, -4.5149)
H (4.7030, -0.9147, -0.9493)

Properties
* calculated total energy: -2018.7792 Ha
* orbital gap: 0.30441 Ha
* HOMO level: -8.881 eV
* energy relative to the best compared isomer or geometry (same formula, charge and spin): 0.0 kcal per mole

Results of the natural (NBO) charge analysis, in e, for atoms 1 through 8: number 1, C, carries -0.614; number 2, H, carries 0.226; number 3, H, carries 0.219; number 4, H, carries 0.240; number 5, C, carries -0.150; number 6, N, carries -0.473; number 7, C, carries 0.676; number 8, O, carries -0.575